No. 1
The following is a quantum chemistry calculation of a molecular structure, C4H5CsLiO in a non-equilibrium geometry, from the Open Molecules 2025 dataset.

Computed properties:
- Charge: +1
- E_tot: -258.048557 a.u.
- Kohn-Sham gap: 5.93 eV

Each line ends with the Löwdin charge.
Geometry (Å):
O  1.608  0.394  0.229  -0.300
C  0.351  0.286  -0.045  -0.626
C  -0.390  0.777  -1.030  -0.024
Li  2.730  -0.914  -0.232  0.816
Cs  3.547  3.286  1.840  0.974
H  0.154  1.262  -1.830  0.045
H  -1.403  1.149  -0.955  0.071
C  -0.720  -0.516  0.565  -0.194
C  -1.493  -1.506  0.073  0.032
H  -2.112  -2.104  0.727  0.054
H  -0.723  -0.397  1.642  0.091
H  -1.549  -1.717  -0.986  0.061

No. 2
The following is a quantum chemistry calculation of a molecular structure, C4H5CuLiO2 in a non-equilibrium geometry, from the Open Molecules 2025 dataset.

Computed properties:
- Charge: +1
- E_tot: -1953.553812 a.u.
- Kohn-Sham gap: 4.32 eV

Each line ends with the Löwdin charge.
Geometry (Å):
H  2.789  -4.731  2.121  -0.146
C  0.394  -0.872  -0.094  -0.200
C  -0.650  -0.292  -0.958  0.026
C  -1.188  0.934  -0.813  -0.007
C  -0.822  1.897  0.236  -0.197
O  -1.344  3.000  0.275  -0.072
Li  -1.343  4.603  1.229  0.895
H  0.760  -0.297  0.775  0.128
H  -0.961  -0.923  -1.793  0.141
H  -1.933  1.288  -1.528  0.134
H  -0.052  1.630  0.980  0.131
O  0.895  -1.949  -0.365  -0.002
Cu  2.461  -3.688  0.510  0.168

No. 3
The following is a quantum chemistry calculation of a molecular structure, C4H5ErO2 in a non-equilibrium geometry, from the Open Molecules 2025 dataset.

Computed properties:
- Charge: +4
- 2S+1: 4
- E_tot: -1318.840350 a.u.
- Kohn-Sham gap (spin up / spin down): 6.28 / 4.74 eV

Each line ends with the Löwdin charge.
Geometry (Å):
H  1.559  -1.122  0.879  0.192
C  -0.291  -0.596  -0.124  -0.023
C  1.173  -0.484  0.057  -0.066
O  1.891  0.009  -0.797  -0.070
Er  4.249  0.516  -1.434  2.718
H  -0.675  -1.601  -0.332  0.217
O  -1.741  0.505  1.726  0.413
C  -1.207  0.276  0.635  -0.117
C  -1.080  0.644  -0.719  0.136
H  -1.503  -0.123  2.441  0.235
H  -0.468  1.534  -0.922  0.174
H  -1.906  0.443  -1.409  0.192

No. 4
The following is a quantum chemistry calculation of a single C4H5F molecule in a non-equilibrium geometry, from the Open Molecules 2025 dataset.

Computed properties:
- Charge: 0
- Structure (SMILES): C=CC(=C)F
- E_tot: -255.158703 a.u.
- Kohn-Sham gap: 10.15 eV

Each line ends with the Löwdin charge.
Geometry (Å):
C  -0.295  0.251  0.412  -0.340
C  0.084  0.799  1.574  0.037
C  0.825  0.045  -0.433  -0.235
C  0.899  -0.781  -1.398  -0.014
H  1.117  0.879  1.971  0.067
H  -0.586  0.966  2.658  0.136
H  1.829  0.517  -0.283  0.131
H  1.774  -0.568  -2.093  0.082
H  0.157  -1.561  -1.827  0.104
F  -1.486  -0.235  -0.151  0.032

No. 5
The following is a quantum chemistry calculation of a molecular structure, C4H5F in a non-equilibrium geometry, from the Open Molecules 2025 dataset.

Computed properties:
- Charge: 0
- E_tot: -255.083315 a.u.
- Kohn-Sham gap: 9.58 eV

Each line ends with the Löwdin charge.
Geometry (Å):
C  0.582  0.447  -0.059  -0.444
C  1.711  -0.391  -0.045  0.043
C  -0.715  -0.164  -0.124  -0.283
C  -1.878  0.308  0.030  -0.050
H  1.854  -1.400  0.110  -0.004
H  2.880  -0.002  0.457  0.147
H  -0.258  -1.288  -0.498  0.176
H  -2.725  -0.681  -0.337  0.158
H  -2.092  1.430  0.639  0.159
F  0.642  1.740  -0.171  0.098

No. 6
The following is a quantum chemistry calculation of a molecular structure, C4H5F2KLiO2 in a non-equilibrium geometry, from the Open Molecules 2025 dataset.

Computed properties:
- Charge: 0
- 2S+1: 2
- E_tot: -1112.912178 a.u.
- Kohn-Sham gap (spin up / spin down): 4.09 / 4.08 eV

Each line ends with the Löwdin charge.
Geometry (Å):
O  -0.521  -1.707  -1.485  -0.486
C  -0.103  -0.418  -1.722  -0.527
C  -0.543  0.616  -0.681  -0.297
H  -0.893  -0.068  -2.450  0.096
H  1.023  -0.447  -1.566  0.120
F  0.051  1.753  -1.508  -0.203
C  -0.151  0.478  1.640  -0.435
C  0.898  0.637  2.655  0.148
O  0.367  0.390  0.400  -0.103
H  -0.995  1.176  1.710  0.140
F  -0.811  -0.846  1.916  -0.158
H  0.755  1.342  3.472  0.059
H  1.778  -0.004  2.610  0.070
Li  -1.362  -1.496  0.132  0.678
K  0.508  -1.406  -5.125  0.897

No. 7
The following is a quantum chemistry calculation of a gas-phase ion, C4H5F2N2 (charge +1) in a non-equilibrium geometry, from the Open Molecules 2025 dataset.

Computed properties:
- Charge: +1
- Structure (SMILES): N#C/C(F)=C(\F)C[NH3+]
- E_tot: -464.317728 a.u.
- Kohn-Sham gap: 9.69 eV

Each line ends with the Löwdin charge.
Geometry (Å):
C  -2.935  -0.204  -0.067  -0.097
C  -1.731  0.525  -0.234  -0.199
C  -0.478  -0.061  -0.325  -0.170
C  0.963  0.360  -0.473  -0.039
N  -3.909  -0.786  0.181  0.240
N  1.840  -0.326  0.605  0.188
F  -1.792  1.843  -0.225  0.135
F  -0.352  -1.395  -0.222  0.069
H  1.152  1.408  -0.424  0.130
H  1.335  -0.016  -1.442  0.156
H  1.698  -1.313  0.395  0.152
H  1.402  -0.109  1.619  0.245
H  2.808  0.073  0.612  0.191

No. 8
The following is a quantum chemistry calculation of 2 unconnected molecules or ions with the total composition C4H5F2N4O4P in a non-equilibrium geometry, from the Open Molecules 2025 dataset.

Computed properties:
- Charge: -2
- 2S+1: 3
- E_tot: -1216.377763 a.u.
- Kohn-Sham gap (spin up / spin down): 3.96 / 6.85 eV

Each line ends with the Löwdin charge.
Geometry (Å):
C  -1.033  -3.229  0.964  -0.281
C  1.323  1.224  -0.295  -0.068
C  -0.155  1.199  -0.275  -0.368
C  -0.051  -0.969  1.342  -0.242
N  -0.720  -4.279  0.169  -0.081
N  0.470  -4.016  -0.264  -0.185
N  0.856  -2.861  0.079  -0.078
N  -0.117  -2.268  0.828  -0.118
O  -1.858  3.565  -2.514  -0.367
O  0.711  3.218  -2.269  -0.382
O  -0.651  3.614  -0.268  -0.344
O  -0.871  1.263  -1.239  -0.046
F  1.192  -0.793  1.953  0.005
F  -0.927  -0.936  2.422  0.015
P  -0.665  3.265  -1.688  0.142
H  -1.879  -3.076  1.474  0.013
H  1.746  0.410  -0.901  0.098
H  1.735  1.344  0.689  0.062
H  1.546  2.131  -0.991  0.088
H  -0.651  1.194  0.784  0.137

No. 9
The following is a quantum chemistry calculation of a single C4H5F2NS molecule in a non-equilibrium geometry, from the Open Molecules 2025 dataset.

Computed properties:
- Charge: 0
- Structure (SMILES): C=C/C(=N\S)C(F)F
- E_tot: -808.040899 a.u.
- Kohn-Sham gap: 9.45 eV

Each line ends with the Löwdin charge.
Geometry (Å):
C  0.449  0.410  -0.065  -0.342
C  -0.594  -0.454  0.538  -0.115
C  -1.444  -1.210  -0.152  0.024
C  1.817  0.290  0.574  -0.342
H  -1.966  1.007  -1.222  -0.141
H  -0.603  -0.454  1.602  0.103
H  -2.139  -1.837  0.352  0.055
H  -1.449  -1.257  -1.244  0.072
H  2.559  0.939  0.090  0.155
N  0.392  1.250  -1.022  -0.332
F  1.724  0.631  1.890  0.055
F  2.237  -1.010  0.533  0.057
S  -0.984  1.694  -1.875  0.750

No. 10
The following is a quantum chemistry calculation of a molecular structure, C4H5F3NO3 in a non-equilibrium geometry, from the Open Molecules 2025 dataset.

Computed properties:
- Charge: -1
- E_tot: -735.472870 a.u.
- Kohn-Sham gap: 9.58 eV

Each line ends with the Löwdin charge.
Geometry (Å):
C  3.106  1.092  0.133  -0.578
C  -0.544  0.830  -0.698  -0.046
C  0.306  0.376  0.522  -0.409
C  3.518  -0.395  0.029  -0.287
N  3.776  -1.158  -0.973  0.192
O  1.861  1.280  0.168  -0.019
O  3.994  1.920  0.198  0.062
O  0.663  -0.769  0.882  -0.099
F  3.974  -0.909  1.143  0.125
F  3.205  -0.434  -2.201  -0.170
F  0.120  -3.212  1.503  -0.115
H  -0.085  1.730  -1.152  0.075
H  -1.491  1.058  -0.261  0.045
H  -0.641  -0.011  -1.471  0.098
H  0.104  1.126  1.381  0.134
H  0.337  -2.461  1.019  -0.008

No. 11
The following is a quantum chemistry calculation of 2 unconnected molecules or ions with the total composition C4H5F3O in a non-equilibrium geometry, from the Open Molecules 2025 dataset.

Computed properties:
- Charge: 0
- Structure (SMILES): OC(F)=C(F)F.C=C
- E_tot: -530.132746 a.u.
- Kohn-Sham gap: 9.94 eV

Each line ends with the Löwdin charge.
Geometry (Å):
C  0.676  2.056  1.204  -0.081
C  0.731  1.804  -0.087  -0.121
C  -0.417  -1.796  0.053  -0.317
C  -1.337  -1.965  -0.904  -0.327
O  0.901  -1.673  -0.067  0.126
F  -0.732  -1.949  1.382  0.082
F  -0.971  -1.724  -2.126  0.156
F  -2.640  -2.014  -0.663  0.143
H  1.457  2.400  1.958  0.085
H  -0.208  2.602  1.461  0.034
H  -0.093  1.818  -0.871  0.074
H  1.561  1.353  -0.721  0.059
H  1.071  -0.912  -0.617  0.088

No. 12
The following is a quantum chemistry calculation of a single C4H5F3O2 molecule in a non-equilibrium geometry, from the Open Molecules 2025 dataset.

Computed properties:
- Charge: 0
- Structure (SMILES): CCOC(=O)C(F)(F)F
- E_tot: -605.428425 a.u.
- Kohn-Sham gap: 12.12 eV

Each line ends with the Löwdin charge.
Geometry (Å):
C  53.416  -44.051  61.507  -0.045
C  54.593  -44.709  62.077  -0.216
O  54.375  -44.839  63.487  0.010
C  55.408  -45.100  64.381  -0.301
O  56.561  -44.875  64.151  0.170
C  54.852  -45.411  65.865  -0.509
F  54.103  -46.547  65.903  0.142
F  55.900  -45.650  66.682  0.142
F  54.252  -44.333  66.334  0.186
H  53.223  -43.101  61.870  0.090
H  52.770  -44.599  61.707  -0.037
H  53.460  -44.038  60.478  0.085
H  55.424  -44.073  61.899  0.102
H  54.892  -45.633  61.371  0.181

Please write out number 10 again, unchanged.
The following is a quantum chemistry calculation of a molecular structure, C4H5F3NO3 in a non-equilibrium geometry, from the Open Molecules 2025 dataset.

Computed properties:
- Charge: -1
- E_tot: -735.472870 a.u.
- Kohn-Sham gap: 9.58 eV

Each line ends with the Löwdin charge.
Geometry (Å):
C  3.106  1.092  0.133  -0.578
C  -0.544  0.830  -0.698  -0.046
C  0.306  0.376  0.522  -0.409
C  3.518  -0.395  0.029  -0.287
N  3.776  -1.158  -0.973  0.192
O  1.861  1.280  0.168  -0.019
O  3.994  1.920  0.198  0.062
O  0.663  -0.769  0.882  -0.099
F  3.974  -0.909  1.143  0.125
F  3.205  -0.434  -2.201  -0.170
F  0.120  -3.212  1.503  -0.115
H  -0.085  1.730  -1.152  0.075
H  -1.491  1.058  -0.261  0.045
H  -0.641  -0.011  -1.471  0.098
H  0.104  1.126  1.381  0.134
H  0.337  -2.461  1.019  -0.008

Which of these has the highest E_tot?
number 5

Among the records above, which one has the highest charge?
C4H5ErO2